No. 1
{
  "formula": "C28H72BO32",
  "method": "the ωB97M-V functional and the def2-TZVPD basis",
  "homo_energy_ev": -7.514,
  "total_charge": -1,
  "de_lowest_ev": 2.615,
  "mol_weight_g_mol": 931.7,
  "lumo_energy_ha": 0.050,
  "orbital_gap_ev": 8.9,
  "max_force_ev_per_a": 6.18,
  "elements": ["O", "C", "O", "B", "O", "C", "O", "O", "C", "O", "C", "O", "O", "C", "C", "O", "O", "H", "H", "H", "H", "H", "H", "C", "C", "O", "O", "H", "H", "H", "H", "H", "H", "C", "C", "O", "O", "H", "H", "H", "H", "H", "H", "C", "C", "O", "O", "H", "H", "H", "H", "H", "H", "C", "C", "O", "O", "H", "H", "H", "H", "H", "H", "C", "C", "O", "O", "H", "H", "H", "H", "H", "H", "C", "C", "O", "O", "H", "H", "H", "H", "H", "H", "C", "C", "O", "O", "H", "H", "H", "H", "H", "H", "C", "C", "O", "O", "H", "H", "H", "H", "H", "H", "C", "C", "O", "O", "H", "H", "H", "H", "H", "H", "C", "C", "O", "O", "H", "H", "H", "H", "H", "H", "C", "C", "O", "O", "H", "H", "H", "H", "H", "H"],
  "positions_angstrom": [[2.89934, 1.99367, -1.83727], [1.75323, 1.67171, -1.58273], [1.37488, 1.14428, -0.38170], [-0.01897, 0.68634, -0.49092], [-0.49724, 1.18510, -1.76383], [0.55030, 1.72240, -2.50216], [0.53791, 2.07806, -3.69603], [-0.82878, 1.25533, 0.58205], [-1.53804, 0.37009, 1.14172], [-2.26915, 0.47908, 2.16803], [-1.09260, -1.00264, 0.63774], [-0.24545, -0.77000, -0.32940], [-1.38185, -2.08771, 1.07896], [1.30555, -4.97172, 0.48560], [1.82820, -3.63469, 1.14517], [3.07716, -2.99583, 0.72432], [2.08811, -6.10598, 0.81975], [1.33155, -5.00841, -0.60347], [0.29386, -5.10541, 0.86863], [1.78674, -3.84620, 2.21364], [0.99746, -2.97461, 0.89563], [3.26369, -2.20960, 1.24263], [1.97319, -6.68604, 0.06348], [-2.77776, -4.41537, 3.14775], [-3.38919, -5.78600, 2.71225], [-3.88126, -5.83148, 1.39429], [-1.46704, -4.38609, 2.68486], [-2.95759, -4.31506, 4.21812], [-3.35553, -3.56441, 2.78698], [-4.22774, -6.08056, 3.34327], [-2.74692, -6.64713, 2.89674], [-3.14056, -5.82010, 0.78369], [-1.51447, -3.99635, 1.80881], [-0.33877, -0.71678, 4.71167], [1.04054, -1.38922, 4.47454], [1.24804, -2.48530, 5.32085], [-0.24161, -0.14052, 6.04844], [-1.23077, -1.34267, 4.73790], [-0.52391, 0.05623, 3.96582], [1.86298, -0.67605, 4.53020], [1.04728, -1.62725, 3.41087], [1.11116, -3.24326, 4.74783], [0.24403, -0.79279, 6.55863], [2.85373, -0.23716, -5.89373], [3.69104, 0.02841, -4.63605], [5.11730, 0.11031, -4.82596], [3.33483, 0.54011, -6.98250], [1.78581, -0.17216, -5.68538], [2.93212, -1.28945, -6.16694], [3.42869, -0.75978, -3.93035], [3.35612, 0.95134, -4.16264], [5.63704, 0.09167, -4.01904], [4.26503, 0.30650, -7.02442], [-1.55337, 3.66666, 5.21120], [-2.35524, 2.32023, 5.09037], [-2.34500, 1.56040, 6.29910], [-0.18210, 3.28411, 5.22033], [-1.97688, 4.18596, 6.07088], [-1.80811, 4.33006, 4.38469], [-1.98265, 1.65896, 4.30806], [-3.31167, 2.61717, 4.66007], [-1.62893, 0.94901, 6.11187], [0.06627, 2.93253, 6.07841], [1.46287, 3.62357, 2.13261], [1.89843, 2.41565, 3.02506], [2.82105, 1.54857, 2.42727], [2.54632, 4.43233, 1.73229], [0.85368, 4.31416, 2.71575], [0.94016, 3.39125, 1.20476], [1.04794, 1.77955, 3.27026], [2.28893, 2.86445, 3.93840], [3.26371, 1.99803, 1.70364], [3.07595, 4.62887, 2.50848], [-3.53766, -4.90739, -2.20961], [-2.22118, -4.61529, -1.53151], [-1.90798, -5.59802, -0.62373], [-3.60835, -6.18954, -2.80053], [-3.62815, -4.17542, -3.01219], [-4.41822, -4.73152, -1.59173], [-2.23535, -3.60376, -1.12567], [-1.37949, -4.59784, -2.22386], [-1.59675, -6.40230, -1.04547], [-3.50201, -6.88871, -2.15133], [7.60739, 3.52048, -0.89385], [6.17518, 3.86924, -1.26490], [5.32760, 2.76581, -0.85331], [7.85220, 3.06017, 0.36317], [8.07273, 4.50330, -0.81889], [8.07660, 2.89855, -1.65617], [6.06818, 4.18082, -2.30393], [5.76505, 4.70239, -0.69416], [4.52819, 2.79687, -1.38396], [7.07294, 2.55622, 0.60891], [-3.31205, 3.38479, -1.09227], [-2.61559, 3.92271, 0.17471], [-3.18846, 3.32962, 1.33373], [-4.60672, 4.00391, -1.24571], [-3.54676, 2.32073, -1.12033], [-2.64019, 3.59409, -1.92468], [-2.73898, 5.00361, 0.24210], [-1.55570, 3.66894, 0.15616], [-2.73374, 2.53558, 1.62412], [-5.18490, 3.69893, -0.54266], [0.35236, 6.20308, -3.06078], [-0.10089, 5.15338, -2.12834], [-0.69115, 5.76587, -1.01717], [1.52309, 6.89827, -2.65390], [-0.46792, 6.90978, -3.18648], [0.47467, 5.70871, -4.02449], [0.72730, 4.53171, -1.78817], [-0.76705, 4.43146, -2.60075], [0.01268, 5.95773, -0.39313], [1.30114, 7.34822, -1.83543], [1.04444, -2.47400, -3.17181], [-0.16402, -1.75151, -3.65098], [-1.09734, -2.65466, -4.19322], [1.72377, -2.90632, -4.37035], [0.84411, -3.35630, -2.56394], [1.60747, -1.72900, -2.60962], [0.08479, -1.05263, -4.44958], [-0.62786, -1.18647, -2.84248], [-0.56894, -3.30615, -4.66009], [2.55528, -3.33793, -4.16077], [-4.48214, -1.53398, -0.19707], [-4.21936, -1.00120, -1.56810], [-4.71795, -1.87885, -2.56247], [-5.83207, -1.33413, 0.11008], [-3.88639, -1.11145, 0.61203], [-4.18436, -2.58036, -0.12987], [-3.12955, -1.00577, -1.58827], [-4.53023, 0.03873, -1.66810], [-4.28473, -1.66423, -3.39184], [-6.36003, -1.74795, -0.57666]]
}

---

No. 2
{
  "formula": "C28H72O20",
  "method": "the ωB97M-V functional and the def2-TZVPD basis",
  "homo_energy_ev": -9.663,
  "de_lowest_ev": 2.341,
  "mol_weight_g_mol": 728.9,
  "lumo_energy_ha": 0.016,
  "orbital_gap_ev": 10.1,
  "max_force_ev_per_a": 3.75,
  "elements": ["C", "O", "H", "H", "H", "H", "C", "O", "H", "H", "H", "H", "C", "O", "H", "H", "H", "H", "C", "O", "H", "H", "H", "H", "C", "O", "H", "H", "H", "H", "C", "O", "H", "H", "H", "H", "C", "O", "H", "H", "H", "H", "C", "O", "H", "H", "H", "H", "C", "O", "H", "H", "H", "H", "C", "O", "H", "H", "H", "H", "C", "O", "H", "H", "H", "H", "C", "O", "H", "H", "H", "H", "O", "C", "O", "C", "C", "C", "H", "H", "H", "H", "H", "H", "O", "C", "O", "C", "C", "C", "H", "H", "H", "H", "H", "H", "O", "C", "O", "C", "C", "C", "H", "H", "H", "H", "H", "H", "O", "C", "O", "C", "C", "C", "H", "H", "H", "H", "H", "H"],
  "positions_angstrom": [[3.15939, -2.70633, 2.53112], [2.42265, -1.76335, 1.85001], [4.13697, -2.93134, 2.04428], [3.40124, -2.22748, 3.49977], [2.65355, -3.73121, 2.64932], [2.63963, -1.79001, 0.91592], [-2.97241, -1.07608, -4.85454], [-2.81565, 0.08019, -4.01650], [-2.90663, -1.95941, -4.21966], [-3.93457, -1.05936, -5.46482], [-2.13715, -1.10998, -5.57135], [-3.64116, 0.52405, -3.71750], [4.55095, 1.80171, -2.80297], [3.55238, 2.50440, -3.59612], [4.14039, 1.48575, -1.87440], [4.97546, 0.94137, -3.32675], [5.35092, 2.50589, -2.53276], [3.11231, 3.11909, -3.00517], [-0.08132, 1.10262, -6.00343], [-0.78613, 1.95017, -5.05931], [0.27233, 0.16485, -5.58959], [-0.62454, 0.76967, -6.88564], [0.84101, 1.63229, -6.12784], [-1.50896, 1.40291, -4.73646], [3.85958, 5.85807, 1.27378], [2.51846, 5.66099, 0.93952], [4.13504, 6.89529, 0.92635], [4.07059, 5.70639, 2.32627], [4.36550, 5.10698, 0.70833], [1.98787, 5.26357, 1.64345], [-0.26818, -0.20877, 0.74996], [-1.36725, -1.07390, 0.45003], [0.03708, -0.31901, 1.85031], [0.58085, -0.44317, 0.13441], [-0.46051, 0.83239, 0.59706], [-1.43769, -1.19324, -0.52019], [0.56459, 0.42795, -2.53960], [-0.58400, -0.40458, -2.41821], [0.44874, 1.27218, -3.21685], [0.84344, 0.82818, -1.57252], [1.39074, -0.21151, -2.93477], [-1.31975, -0.05968, -2.92685], [0.41071, -4.14767, 0.29747], [-0.75404, -3.76304, 1.05380], [0.67333, -5.22621, 0.26822], [0.23584, -3.75408, -0.70999], [1.34841, -3.71338, 0.73619], [-0.90532, -2.86362, 0.69666], [-1.53305, 3.43102, 3.41184], [-2.81694, 2.92595, 3.80355], [-1.01431, 2.69032, 2.68292], [-1.64710, 4.33442, 2.79035], [-0.87441, 3.59590, 4.26834], [-2.57566, 2.05101, 4.09793], [1.00964, 3.93321, -1.26504], [2.41017, 3.71011, -1.14170], [0.38662, 3.43262, -0.56232], [0.85614, 5.02738, -1.24123], [0.81976, 3.62754, -2.29836], [2.62661, 4.27306, -0.39785], [3.86548, -1.40679, -1.73010], [2.72556, -1.95385, -1.06758], [4.73190, -1.27561, -1.01566], [4.14870, -2.10189, -2.52059], [3.51262, -0.41327, -2.15814], [2.08968, -2.24500, -1.68782], [0.73866, -3.42887, -4.60319], [-0.19557, -2.39879, -4.71690], [1.47963, -3.29972, -5.36895], [1.32878, -3.40933, -3.70928], [0.33167, -4.41587, -4.71310], [-0.86768, -2.45632, -3.95730], [-2.10965, -3.07658, -1.52048], [-2.71817, -3.72682, -0.71707], [-3.53719, -3.10167, 0.19917], [-4.22171, -4.09639, 0.88358], [-3.52946, -5.43672, 0.71837], [-2.80603, -5.20000, -0.59799], [-5.26666, -4.22045, 0.54298], [-4.32337, -3.79356, 1.93165], [-4.23621, -6.21865, 0.70602], [-2.76092, -5.71593, 1.52594], [-3.55337, -5.47690, -1.37230], [-1.92316, -5.81676, -0.83758], [-4.57217, 1.94433, -2.75510], [-4.23057, 2.16979, -1.58184], [-5.07040, 2.84966, -0.79795], [-4.48696, 3.06265, 0.50331], [-2.95434, 2.59263, 0.35213], [-2.93502, 1.77272, -0.91759], [-4.89158, 2.44252, 1.31269], [-4.52516, 4.13550, 0.75364], [-2.62347, 2.13834, 1.24904], [-2.39231, 3.50174, 0.21913], [-2.99472, 0.68531, -0.65337], [-2.07643, 1.88715, -1.59301], [-0.65761, 0.64081, 4.54820], [-0.81520, -0.50766, 4.27422], [0.14743, -1.39369, 4.49904], [-0.31759, -2.66840, 3.99361], [-1.84872, -2.63860, 4.20255], [-2.11014, -1.16320, 3.81833], [0.02814, -3.54229, 4.57526], [-0.10658, -2.76076, 2.95288], [-2.12232, -2.85268, 5.22637], [-2.27666, -3.37225, 3.48014], [-2.97832, -0.69316, 4.41021], [-2.28918, -1.01767, 2.76861], [1.32466, 3.72077, 2.55473], [2.07703, 3.02907, 3.17149], [2.44886, 3.39215, 4.42205], [3.40752, 2.30546, 4.86149], [3.22288, 1.04016, 4.03039], [2.64132, 1.68665, 2.70918], [3.09672, 2.24946, 5.90962], [4.41373, 2.71635, 4.73089], [2.41026, 0.48909, 4.46151], [4.09497, 0.48990, 3.83964], [1.83797, 1.22771, 2.20897], [3.39827, 1.99312, 1.97900]]
}